Formula: C6H7N3O4
Source: OMol25
Level of theory: ωB97M-V/def2-TZVPD

```
20
Properties=species:S:1:pos:R:3:lowdin_charge:R:1
O 1.159 0.664 -0.852 -0.037
O 0.088 3.478 3.029 0.241
O -1.760 2.362 2.356 0.217
O 2.921 -0.666 1.993 0.054
N 3.117 -1.369 4.214 0.171
N 1.833 -0.176 1.184 -0.101
N 0.720 -0.375 1.916 0.088
C 2.442 -1.014 3.243 -0.412
C 2.080 0.309 -0.059 -0.067
C -0.815 2.921 2.650 -0.474
C -0.971 -0.260 -1.701 -0.060
C -0.221 0.480 -0.598 -0.256
C 0.958 -0.812 3.097 0.018
H -1.250 0.485 -2.628 0.134
H -0.766 1.391 -0.338 0.119
H -0.271 -0.043 0.365 0.075
H -1.825 -0.738 -1.252 0.066
H 0.285 -1.175 3.809 0.108
H 4.099 -1.194 4.116 0.063
H -0.362 -1.001 -2.155 0.053
```

Energy: -697.8881 a.u.
Energy above the lowest of the compared OMol25 structures with the same formula, charge and spin: 132.26 kcal/mol
2S+1: 1